[1]
This record from OMol25 describes a structure of composition C39H20KN9O3S at a distorted geometry. The level of theory is the ωB97M-V functional and the def2-TZVPD basis.

Output
E_LUMO = 3.98 eV
HOMO-LUMO gap = 4.443 eV
DFT total energy = -3214.95542 a.u.
energy above the lowest of the compared OMol25 structures with the same formula, charge and spin = 0.0 kJ/mol
strongest force on any atom = 1.2 eV Å⁻¹
E_HOMO = -0.463 eV
total charge = -2

```
73
C39H20KN9O3S (the ωB97M-V functional and the def2-TZVPD basis)
K 0.050 -0.362 0.593
C -5.977 2.535 -1.424
C -5.363 3.766 -1.173
C -4.024 3.839 -0.810
C -3.305 2.656 -0.702
C -1.903 2.362 -0.365
N -1.747 0.983 -0.432
C -2.874 0.391 -0.750
N -3.175 -0.933 -0.777
C -2.321 -1.949 -0.633
C -2.856 -3.246 -0.129
C -4.165 -3.646 0.056
C -4.404 -4.949 0.469
C -3.339 -5.816 0.692
C -2.024 -5.397 0.522
C -1.781 -4.087 0.127
C -0.517 -3.312 -0.339
N 1.935 -2.937 -0.065
C 2.666 -1.838 0.050
N 2.438 -0.615 0.516
C 3.463 0.233 0.166
N 3.483 1.520 0.128
C 2.375 2.354 0.250
N 1.083 2.021 0.178
C 0.321 3.158 0.118
N -1.014 3.270 -0.108
C 1.184 4.301 0.195
C 0.973 5.686 0.178
C 2.063 6.529 0.240
C 3.378 6.018 0.312
C 3.603 4.656 0.325
C 2.508 3.788 0.273
C 4.573 -0.601 -0.377
C 5.857 -0.304 -0.793
C 6.630 -1.335 -1.320
C 6.113 -2.624 -1.447
C 4.811 -2.913 -1.046
C 4.057 -1.888 -0.509
N -1.023 -2.075 -0.844
C -3.922 1.424 -0.957
C -5.257 1.350 -1.316
H -7.024 2.510 -1.705
H -5.946 4.676 -1.264
H -3.540 4.789 -0.616
H -4.959 -2.937 -0.144
H -5.419 -5.301 0.613
H -3.533 -6.834 1.010
H -1.225 -6.094 0.722
H -0.036 6.077 0.114
H 1.916 7.604 0.230
H 4.214 6.709 0.351
H 4.607 4.249 0.371
H 6.235 0.708 -0.707
H 7.646 -1.138 -1.643
H 6.734 -3.408 -1.867
H 4.390 -3.906 -1.147
H -5.711 0.384 -1.506
O 0.004 -4.130 -2.559
C 0.158 -4.240 -1.372
N 0.650 -3.017 0.664
S 0.963 -4.258 1.702
O -0.214 -4.589 2.457
O 2.158 -4.017 2.458
C 1.296 -5.563 0.532
C 1.959 -6.695 0.978
C 2.218 -7.732 0.099
C 1.822 -7.625 -1.228
C 1.169 -6.488 -1.669
C 0.893 -5.437 -0.800
H 2.284 -6.742 2.010
H 2.739 -8.617 0.446
H 2.030 -8.431 -1.922
H 0.862 -6.376 -2.701
```

These are the Löwdin partial charges, in e, on atoms 1 to 2: 0.856 -0.125


[2]
This record from OMol25 describes a structure of composition C39H25AsCl5In at a distorted geometry. The level of theory is the ωB97M-V functional and the def2-TZVPD basis.

Output
E_LUMO = -0.74 eV
HOMO-LUMO gap = 5.514 eV
DFT total energy = -6227.78639 a.u.
strongest force on any atom = 4.4 eV Å⁻¹
E_HOMO = -6.249 eV

```
71
C39H25AsCl5In (the ωB97M-V functional and the def2-TZVPD basis)
In 9.364 6.977 18.560
Cl 9.925 8.201 21.601
C 8.290 7.558 21.435
C 7.984 6.963 20.157
C 6.705 6.461 19.927
Cl 6.453 5.691 18.421
C 5.713 6.634 20.846
Cl 4.172 5.888 20.702
C 5.979 7.263 22.065
Cl 4.767 7.512 23.300
C 7.278 7.794 22.352
Cl 7.698 8.851 23.680
C 10.273 7.151 16.837
C 9.301 6.988 16.051
C 8.176 6.821 15.288
C 7.585 5.537 15.174
C 6.277 5.347 14.690
C 5.632 4.102 14.851
C 6.300 2.968 15.266
C 7.633 3.130 15.694
C 8.269 4.362 15.649
C 7.588 8.048 14.857
C 6.271 8.455 15.209
C 5.705 9.601 14.594
C 6.352 10.355 13.633
C 7.633 9.965 13.336
C 8.309 8.904 13.916
H 5.828 6.191 14.204
H 4.623 4.069 14.454
H 5.849 1.977 15.162
H 8.261 2.263 16.003
H 9.325 4.336 15.955
H 5.544 7.746 15.602
H 4.779 9.855 14.986
H 5.860 11.180 13.109
H 8.131 10.594 12.618
H 9.343 8.526 13.578
C 5.625 -0.412 22.306
C 4.796 0.568 22.900
C 5.284 1.868 22.994
C 6.636 2.056 22.903
C 7.454 1.064 22.350
C 6.969 -0.208 22.137
As 7.172 3.932 22.718
C 8.648 3.901 21.488
C 9.909 4.549 21.794
C 10.847 4.724 20.791
C 10.598 4.208 19.568
C 9.453 3.473 19.233
C 8.462 3.376 20.199
C 8.119 4.308 24.372
C 9.069 3.381 24.811
C 9.379 3.269 26.165
C 8.946 4.325 26.996
C 8.109 5.317 26.540
C 7.671 5.318 25.188
H 5.197 -1.349 21.905
H 3.759 0.471 23.017
H 4.604 2.649 23.270
H 8.549 1.205 22.244
H 7.609 -1.012 21.791
H 10.088 4.874 22.807
H 11.801 5.143 20.985
H 11.332 4.280 18.699
H 9.284 3.162 18.255
H 7.533 2.925 19.979
H 9.456 2.606 24.154
H 9.950 2.399 26.542
H 9.071 4.234 28.082
H 7.539 5.946 27.210
H 6.967 6.028 24.723
```

These are the Löwdin partial charges, in e, on atoms 1 to 2: 1.040 0.673


Q: Which value of strongest force on any atom does entry 1 give?
A: 1.2 eV Å⁻¹


Q: Look up the DFT total energy of the first one.
A: -3214.95542 a.u.


Q: Number 2 is which compound?
A: C39H25AsCl5In


Q: HOMO-LUMO gap of number 2 (C39H25AsCl5In)?
A: 5.514 eV